No. 1
{"formula": "C33H35BF2O3S", "method": "the ωB97M-V functional and the def2-TZVPD basis", "species": ["H", "H", "H", "O", "C", "H", "H", "H", "H", "H", "H", "C", "S", "C", "B", "C", "H", "C", "C", "O", "H", "C", "F", "C", "C", "H", "H", "H", "H", "O", "C", "H", "C", "H", "C", "C", "C", "C", "H", "C", "F", "C", "C", "H", "H", "C", "H", "C", "C", "H", "C", "C", "H", "C", "C", "C", "C", "C", "H", "C", "H", "H", "H", "H", "C", "C", "C", "C", "H", "H", "H", "H", "H", "H", "H"], "xyz": [[2.236009, -0.662424, -1.603852], [5.704112, 1.525943, -3.848519], [-4.536810, -1.581197, 0.347680], [-0.035341, -3.497572, -1.347084], [-1.651817, -2.061211, 3.763249], [0.165630, -1.280459, -1.294940], [-1.676734, 7.123370, -1.042400], [1.172294, 1.427487, 2.083953], [-0.467729, 5.632413, 0.105600], [3.259303, -5.411482, -0.662462], [1.410480, -3.920197, 2.205668], [-2.519927, 5.056431, 0.557518], [-2.272789, 0.279947, 2.487031], [-2.493756, -1.056116, -0.098271], [0.731863, -2.412650, -1.103275], [4.855651, 3.188659, -2.746871], [0.648126, -6.624483, -0.601249], [4.032255, 0.914160, -2.650323], [-3.481833, 1.398174, -0.941455], [1.713701, -2.498362, -0.150087], [-5.410931, 0.697276, -0.339221], [-0.193907, -0.250172, -0.560918], [3.822576, 4.864747, -1.405379], [0.825158, 0.682693, -0.670997], [3.037308, -4.354655, -0.832008], [3.101961, -3.558895, 1.797041], [3.932751, -3.778980, -0.559683], [5.550893, 3.928890, -3.131398], [-1.832197, -2.873509, 3.034618], [-3.171644, 5.875404, -0.301316], [-2.135245, 1.151481, -1.084984], [-0.274154, -5.526243, 1.285900], [-0.610065, 3.644094, 0.933593], [-1.997921, 5.657738, -2.036597], [-1.449117, 2.662434, 1.512015], [-4.363236, 0.438970, -0.424827], [4.929107, 1.844658, -3.150706], [2.222607, -4.149428, 1.503366], [2.835686, -4.216484, -1.902305], [-2.450946, 6.439703, -1.411889], [-3.957528, 2.643358, -1.294907], [1.864936, -3.919509, 0.046359], [3.013322, 1.304906, -1.732299], [0.443575, 3.427153, 0.767081], [2.474190, -5.207722, 1.639572], [2.030253, 0.366709, -1.302603], [4.073158, -0.132121, -2.966492], [0.415321, -5.763574, -1.231866], [-3.306732, 4.230741, 1.383714], [-0.551911, -3.758533, 1.387822], [-1.602532, -0.047835, -0.557043], [3.874391, 3.555740, -1.832456], [0.688033, 1.674506, -0.216951], [-3.854802, -0.809735, -0.035102], [-1.121475, 4.864589, 0.535034], [0.154329, -0.335475, 2.978908], [-0.536199, -4.627862, 0.714007], [-2.778695, 3.043372, 1.794931], [1.015256, -0.852860, 3.404774], [0.228975, 0.902070, 2.281073], [-0.949729, -2.392048, 4.535257], [-2.608362, -1.800565, 4.249262], [-1.544022, -4.764034, 0.298053], [-3.442332, 2.358386, 2.319775], [-1.140005, -0.845368, 3.104601], [2.957222, 2.658986, -1.311951], [0.463151, -4.484984, -0.428399], [-1.019752, 1.314030, 1.793961], [1.086553, -5.752166, -2.098323], [-0.618664, -5.873685, -1.582638], [2.207518, 2.994404, -0.595894], [-2.089189, -2.028178, 0.213015], [-3.212450, 6.972750, -1.975148], [-4.355686, 4.485137, 1.540496], [-1.461510, 1.879280, -1.539851]], "forces_ev_per_a": [[-0.4, 0.3, -0.2], [-0.2, 0.2, 0.1], [0.3, 0.4, -0.2], [0.6, 1.5, -0.4], [-0.3, -0.4, 0.3], [-0.1, 0.3, -0.8], [-0.2, 0.0, -0.3], [-0.5, -0.2, 0.2], [-0.3, -0.5, 0.0], [0.0, 0.0, -0.1], [0.2, 0.1, -0.3], [0.6, -0.5, -0.2], [1.1, 0.1, -0.1], [0.1, 0.1, -0.5], [-1.0, 0.8, 2.6], [0.1, -0.1, -0.1], [0.1, 0.0, -0.1], [-0.5, 0.2, 0.5], [-0.5, 0.2, 0.3], [-0.7, 0.1, -1.4], [0.0, -0.1, 0.0], [0.2, 0.1, 1.2], [0.0, -0.8, -0.3], [2.1, -1.3, -1.7], [0.1, -0.3, 0.0], [-0.3, -0.1, -0.3], [-0.3, -0.1, -0.1], [-0.1, -0.1, 0.1], [0.0, 0.2, 0.4], [0.0, 0.6, 0.1], [0.3, -0.2, 0.3], [-0.1, 0.3, 0.0], [-0.4, -0.9, 0.7], [-0.1, 0.1, 0.2], [-0.1, 1.5, -0.9], [0.5, 0.4, -0.2], [-0.2, 0.3, 0.4], [-0.1, -0.4, 0.5], [0.0, 0.1, 0.2], [-0.1, -0.2, 0.8], [0.2, -1.2, 0.1], [0.4, -0.4, -0.1], [0.7, 0.9, -0.1], [-0.1, 0.2, 0.2], [0.0, 0.1, 0.0], [-1.0, 0.4, 0.7], [0.0, 0.4, 0.1], [0.3, -0.5, 0.0], [-0.1, 0.9, -1.0], [0.0, -0.2, -0.3], [-1.1, -1.2, -1.3], [0.0, 0.1, 0.2], [-0.3, -0.6, -0.5], [-0.2, 0.0, -0.4], [-0.7, 0.5, -0.7], [-0.7, -0.7, 0.0], [-0.2, 0.2, 0.2], [0.4, -0.4, 0.3], [-0.2, 0.1, -0.2], [-1.0, -0.3, -0.6], [-0.2, -0.1, -0.2], [0.3, -0.4, -0.1], [0.3, 0.0, 0.1], [0.2, 0.2, -0.1], [1.3, 1.6, -0.3], [0.5, -0.1, -0.4], [-0.1, -1.0, 0.4], [0.5, -0.4, 3.4], [-0.2, 0.0, 0.2], [0.3, 0.0, 0.0], [0.3, 0.0, -0.2], [-0.1, 0.5, 0.0], [0.2, 0.1, 0.0], [0.3, -0.2, -0.1], [-0.3, -0.1, 0.2]], "multiplicity": 1, "gap_ev": 4.99, "e_tot_ev": -57874.2903, "de_lowest_kj_mol": 476.6, "lumo_energy_ev": -0.97, "largest_force_ha_per_bohr": 0.068}

No. 2
{"formula": "C7H12OSi", "method": "the ωB97M-V functional and the def2-TZVPD basis", "species": ["H", "O", "H", "H", "H", "C", "C", "H", "H", "H", "Si", "C", "H", "H", "H", "C", "H", "C", "C", "H", "C"], "xyz": [[3.323589, -0.963092, 0.608899], [-0.344149, 0.410099, -0.153182], [0.630893, -3.093443, 1.643182], [-0.177098, 1.120586, 2.577473], [0.850439, -3.063424, 0.035607], [2.602557, -0.396615, 0.045938], [0.428389, -2.487067, 0.808403], [-0.627977, -2.590600, 0.637102], [2.590304, -0.777522, -1.002573], [0.102828, 1.631763, -1.806058], [0.904935, -0.518747, 0.936507], [-3.334527, 1.324866, -2.031822], [-2.576034, 2.561413, -3.774537], [0.152980, -0.369197, 3.471773], [-4.190051, 0.941556, -1.686537], [-0.732744, 1.205991, -1.312020], [2.922569, 0.596326, -0.130420], [-1.891964, 1.472345, -1.850420], [0.531479, 0.358508, 2.727077], [1.475608, 0.569310, 3.140310], [-2.642026, 2.066944, -2.884702]], "forces_ev_per_a": [[0.5, -0.1, 0.2], [0.2, -0.5, 0.5], [0.4, -0.3, 1.7], [-0.5, 1.2, -0.1], [1.0, -0.1, -1.5], [-1.3, -0.5, -0.4], [-0.5, 2.5, 0.2], [-0.7, 0.3, 0.0], [-0.5, -0.3, 0.9], [0.9, 0.4, -0.2], [-2.7, 0.4, -2.3], [3.9, 2.2, -1.5], [-0.1, 1.4, -2.0], [-0.2, 0.1, -0.7], [-3.0, -1.3, 1.0], [2.3, -1.4, 1.9], [0.5, 1.3, 0.4], [-0.8, -1.2, 1.3], [0.4, -3.5, -1.5], [1.2, 1.2, 0.4], [-1.0, -1.6, 1.8]], "multiplicity": 1, "gap_ev": 8.05, "e_tot_ev": -17374.5742, "de_lowest_kj_mol": 432.5, "lumo_energy_ev": 0.89, "largest_force_ha_per_bohr": 0.091}

No. 3
{"formula": "C2H6ClOP", "method": "the ωB97M-V functional and the def2-TZVPD basis", "species": ["H", "H", "H", "C", "O", "H", "P", "H", "H", "Cl", "C"], "xyz": [[0.727200, 2.208531, -0.223493], [-0.132298, 1.573762, 1.107641], [0.736112, -1.780701, -0.043816], [-0.227745, 1.992790, 0.152148], [-0.772735, -0.525206, -0.073118], [-0.591507, -2.460231, -0.796392], [-0.574856, 0.673359, -1.082716], [-0.437026, -2.237996, 1.029606], [-0.900138, 2.967679, 0.118761], [2.488313, -0.551279, -0.193248], [-0.315319, -1.860708, 0.004623]], "forces_ev_per_a": [[1.9, 0.8, -0.4], [0.0, -0.5, 1.4], [1.6, 0.3, -0.3], [-3.1, 1.4, -1.6], [-0.6, 1.3, -0.3], [-1.2, -1.1, -1.2], [1.1, -1.0, 1.9], [-0.9, 0.1, -0.6], [1.4, -2.1, -0.1], [-0.5, 0.7, -0.4], [0.4, 0.2, 1.7]], "multiplicity": 1, "gap_ev": [6.20, 6.20], "e_tot_ev": -26027.6252, "de_lowest_kj_mol": 364.7, "lumo_energy_ev": [-2.39, -2.39], "largest_force_ha_per_bohr": 0.073}